[1]
{
  "formula": "C26H36NO2Si",
  "method": "ωB97M-V with the def2-TZVPD basis set",
  "total_energy_ha": -1506.82525,
  "total_charge": 1,
  "e_lumo_ev": -5.43,
  "homo_energy_ha": -0.3745,
  "symbols": ["C", "C", "C", "C", "O", "C", "C", "O", "Si", "C", "C", "C", "H", "H", "H", "H", "H", "H", "H", "H", "H", "H", "H", "H", "H", "H", "H", "H", "H", "H", "H", "H", "C", "C", "N", "C", "C", "C", "C", "C", "C", "C", "C", "C", "C", "C", "C", "C", "C", "C", "H", "H", "H", "H", "H", "H", "H", "H", "H", "H", "H", "H", "H", "H", "H", "H"],
  "xyz": [[3.1567, -5.3877, 1.4936], [2.6052, -4.3055, 2.3968], [2.4879, -2.9463, 1.7375], [1.9062, -2.0176, 2.7963], [1.3865, -0.8365, 2.1813], [0.9564, 0.0749, 3.0686], [1.1078, -0.0158, 4.4205], [0.3254, 1.0427, 2.4201], [0.1120, 2.6914, 2.8685], [-1.7192, 2.7671, 2.6308], [0.6742, 3.2018, 4.5743], [1.2090, 3.4162, 1.5594], [3.1082, -6.3448, 2.0147], [2.6041, -5.4748, 0.5540], [4.2016, -5.1755, 1.2628], [1.6239, -4.5759, 2.8059], [3.2558, -4.1591, 3.2665], [3.4957, -2.5643, 1.4947], [1.8944, -2.9698, 0.8121], [1.0964, -2.4778, 3.3869], [2.7289, -1.7376, 3.4714], [0.9418, 0.8586, 5.0468], [1.4255, -0.9638, 4.8411], [-2.0859, 3.7994, 2.5880], [-1.9888, 2.2582, 1.6956], [-2.2337, 2.2588, 3.4577], [0.5290, 4.2923, 4.6289], [0.0858, 2.7546, 5.3893], [1.7406, 3.0036, 4.7482], [1.1870, 4.5109, 1.5622], [2.2510, 3.0996, 1.7108], [0.8895, 3.0616, 0.5702], [-4.3158, 0.2010, -2.1077], [-3.0161, 0.8757, -2.2919], [-2.9150, 1.8036, -3.2814], [-4.0184, 2.2443, -4.1235], [-1.6073, 2.2757, -3.3911], [-0.8345, 1.5892, -2.4194], [0.5462, 1.7865, -2.4345], [1.1013, 2.6794, -3.3642], [0.3057, 3.3858, -4.2839], [-1.0785, 3.1635, -4.3222], [-1.7209, 0.6760, -1.7055], [-1.3022, -0.3073, -0.7627], [-0.4926, -1.4199, -1.1489], [0.1686, -1.4214, -2.4185], [0.9069, -2.5136, -2.8661], [0.9883, -3.6882, -2.1074], [0.3134, -3.7370, -0.8815], [-0.3601, -2.6217, -0.3803], [-4.1689, -0.6441, -1.4260], [-5.0533, 0.9015, -1.6762], [-4.7272, -0.1760, -3.0623], [-3.6391, 3.0135, -4.8070], [-4.4256, 1.4219, -4.7381], [-4.8550, 2.6636, -3.5387], [1.1624, 1.2346, -1.7275], [2.1822, 2.8429, -3.3735], [0.7649, 4.0954, -4.9703], [-1.7401, 3.6522, -5.0331], [-1.7109, -0.2627, 0.2464], [0.0943, -0.5487, -3.0667], [1.4079, -2.4444, -3.8317], [1.5791, -4.5372, -2.4552], [0.3411, -4.6608, -0.3019], [-0.8398, -2.6622, 0.5973]],
  "mulliken_charge": [-1.219, -0.596, 0.365, -1.433, -0.284, 1.123, -1.416, -0.176, 0.407, -0.857, -1.255, -0.731, 0.374, 0.220, 0.341, 0.377, 0.379, 0.279, -0.324, 0.618, 0.664, 0.120, 0.397, 0.381, 0.107, 0.305, 0.375, 0.387, 0.376, 0.388, 0.303, 0.019, -1.586, 0.264, 0.197, -0.922, 0.417, 0.455, 0.279, -1.084, -0.727, -0.920, 0.181, -0.737, 0.884, -0.177, -1.005, -0.292, -0.623, -0.186, 0.371, 0.365, 0.396, 0.327, 0.332, 0.314, 0.751, 0.407, 0.416, 0.256, 0.532, 0.423, 0.422, 0.432, 0.442, 0.384]
}

---

[2]
{
  "formula": "C3H10N2",
  "method": "ωB97M-V with the def2-TZVPD basis set",
  "smiles": "[H]/N=C\\N.CC",
  "total_energy_ha": -229.76170,
  "e_lumo_ev": 0.76,
  "homo_energy_ha": -0.3236,
  "symbols": ["C", "C", "H", "H", "H", "H", "H", "H", "N", "C", "N", "H", "H", "H", "H"],
  "xyz": [[1.1933, -1.2945, -1.2836], [1.5257, -2.5726, -0.5337], [0.5156, -0.6501, -0.7005], [1.9873, -0.5578, -1.4239], [0.6740, -1.4701, -2.2234], [1.6967, -2.4632, 0.5358], [2.3887, -3.0364, -1.0078], [0.6703, -3.2375, -0.6513], [-1.2031, 1.3981, 1.3036], [-1.4883, 2.5239, 0.5771], [-2.4538, 3.3100, 0.8484], [-1.9492, 0.9120, 1.7657], [-0.3099, 0.9381, 1.2475], [-0.8138, 2.6277, -0.2822], [-2.4335, 3.5722, 1.8284]],
  "mulliken_charge": [-0.648, -0.772, 0.046, 0.302, 0.291, 0.285, 0.247, 0.254, -0.472, 0.219, -0.661, 0.212, 0.187, 0.265, 0.245]
}

---

[3]
{
  "formula": "FFeH12O6",
  "method": "ωB97M-V with the def2-TZVPD basis set",
  "multiplicity": 6,
  "s_squared": 8.76,
  "total_energy_ha": -1821.33248,
  "total_charge": 2,
  "e_lumo_ev": [-11.32, -13.84],
  "homo_energy_ha": [-0.6891, -0.6428],
  "symbols": ["Fe", "F", "O", "H", "H", "O", "H", "H", "O", "H", "H", "O", "H", "H", "O", "H", "H", "O", "H", "H"],
  "xyz": [[1.0986, 0.1551, 2.7687], [0.1692, 0.1011, 0.8261], [2.9389, -0.1226, 1.7748], [3.3910, -0.9535, 1.9212], [3.0970, 0.0773, 0.8522], [-0.6190, 1.6072, -1.3634], [-0.5554, 2.5265, -1.1044], [-0.0637, 1.1425, -0.7373], [-1.9454, -1.5675, 0.4807], [-2.0135, -1.8010, 1.4065], [-1.1678, -1.0116, 0.4300], [-0.6652, -1.2850, -2.6502], [-0.5881, -0.9387, -1.7612], [-1.4696, -1.8037, -2.6367], [-2.6015, 1.4455, 1.1085], [-1.7044, 1.2726, 1.3941], [-2.9131, 0.6046, 0.7739], [2.1347, -0.0756, -1.2864], [2.1745, 0.8786, -1.3507], [1.3030, -0.2519, -0.8466]],
  "mulliken_charge": [1.322, -0.402, -0.488, 0.386, 0.363, -0.340, 0.350, 0.162, -0.612, 0.313, 0.283, -0.286, 0.364, 0.404, -0.464, 0.235, 0.411, -0.633, 0.358, 0.276]
}

---

[4]
{
  "formula": "C6H2N2",
  "method": "ωB97M-V with the def2-TZVPD basis set",
  "total_energy_ha": -339.17660,
  "e_lumo_ev": [-1.68, -1.72],
  "homo_energy_ha": [-0.3346, -0.3342],
  "symbols": ["C", "C", "C", "C", "C", "C", "N", "N", "H", "H"],
  "xyz": [[1.8696, 0.9305, -0.2526], [-0.8950, -0.8284, -1.7061], [0.0705, 0.1433, 1.4236], [-1.1689, -0.3208, 0.8032], [0.6884, 0.2630, 0.2209], [-0.6304, -0.4606, -0.4198], [2.8200, 1.3581, -0.7396], [-1.0003, -0.9038, -2.8498], [0.4405, 0.3354, 2.4830], [-2.1944, -0.5167, 1.0373]],
  "mulliken_charge": [0.197, 0.149, -0.541, -0.352, 0.348, 0.160, -0.402, -0.411, 0.373, 0.479]
}

---

[5]
{
  "formula": "C5H15N2",
  "method": "ωB97M-V with the def2-TZVPD basis set",
  "total_energy_ha": -308.70813,
  "total_charge": 1,
  "e_lumo_ev": -5.21,
  "homo_energy_ha": -0.4291,
  "symbols": ["C", "C", "N", "H", "H", "H", "H", "H", "H", "C", "N", "C", "C", "H", "H", "H", "H", "H", "H", "H", "H", "H"],
  "xyz": [[1.5607, 0.3744, -3.9129], [-0.0131, -0.5947, -2.3125], [0.6470, 0.3924, -2.7642], [2.5580, 0.6360, -3.5675], [1.2038, 1.1023, -4.6365], [1.5729, -0.6329, -4.3151], [-0.0050, -1.5412, -2.8409], [-0.6102, -0.4551, -1.4195], [0.5559, 1.2675, -2.2535], [-0.2850, 0.2028, 0.8445], [-0.3676, 0.4269, 2.2652], [-1.7566, 0.3836, 2.6764], [0.4005, -0.6039, 2.9769], [-0.8601, 0.9543, 0.2938], [-0.6636, -0.7960, 0.5449], [0.7586, 0.2471, 0.5133], [-1.8399, 0.6165, 3.7389], [-2.3518, 1.1374, 2.1642], [-2.2499, -0.5921, 2.5428], [0.3080, -0.4147, 4.0429], [1.4442, -0.5147, 2.6859], [-0.0067, -1.5959, 2.7328]],
  "mulliken_charge": [-0.679, -0.047, -0.027, 0.321, 0.304, 0.286, 0.267, 0.260, 0.335, -1.133, -0.092, -0.970, -0.949, 0.407, 0.376, 0.368, 0.326, 0.308, 0.356, 0.321, 0.301, 0.361]
}

---

[6]
{
  "formula": "C14H28I2NO7PSSnTe",
  "method": "ωB97M-V with the def2-TZVPD basis set",
  "total_energy_ha": -2948.91893,
  "e_lumo_ev": -0.17,
  "homo_energy_ha": -0.2451,
  "symbols": ["Sn", "C", "C", "O", "C", "C", "O", "C", "C", "O", "C", "C", "O", "H", "H", "H", "H", "H", "H", "H", "H", "H", "H", "H", "H", "H", "H", "H", "H", "I", "C", "I", "H", "H", "S", "C", "N", "C", "C", "O", "P", "O", "Te", "O", "C", "C", "H", "H", "H", "H", "H", "H", "H", "H", "H", "H"],
  "xyz": [[10.6411, -11.8537, 5.0805], [11.0472, -10.2091, 2.3465], [11.7630, -9.0899, 3.0637], [13.0022, -8.7752, 2.3511], [14.0096, -8.3544, 3.2820], [15.2182, -9.2538, 3.2978], [14.7329, -10.4881, 3.8386], [15.7582, -11.5319, 3.9731], [15.0424, -12.7561, 4.5839], [13.6048, -12.7731, 4.1983], [13.2922, -13.1573, 2.8367], [12.6833, -11.9535, 2.1215], [11.4815, -11.5191, 2.7615], [11.1645, -10.1834, 1.2199], [9.9654, -10.1288, 2.5172], [11.9634, -9.4026, 4.0987], [11.0690, -8.2447, 3.0714], [13.6457, -8.2931, 4.3242], [14.3635, -7.4063, 2.9628], [16.0167, -8.8561, 3.9739], [15.6397, -9.4377, 2.2665], [16.6076, -11.1732, 4.5674], [16.0553, -11.8280, 2.9453], [15.0320, -12.7619, 5.6648], [15.5100, -13.7032, 4.1630], [12.5256, -13.9823, 2.8786], [14.1557, -13.5136, 2.2342], [12.4309, -12.3457, 1.0574], [13.3234, -11.1356, 1.9423], [10.5177, -14.5985, 8.3596], [10.7860, -12.6841, 9.4275], [10.3264, -10.7237, 8.7003], [11.8050, -12.7837, 9.6445], [10.1799, -12.7819, 10.3145], [5.9462, -10.9271, 4.4891], [7.5477, -10.9866, 4.5113], [8.7431, -10.8865, 4.5717], [9.4190, -16.6975, 1.1725], [10.5324, -16.6885, 2.1709], [10.5519, -15.3686, 2.9265], [9.6091, -15.2326, 4.1912], [9.6489, -13.7270, 4.5441], [10.3944, -16.7516, 5.9686], [8.1352, -15.7655, 3.8357], [6.8506, -14.9761, 4.1496], [6.5712, -14.8660, 5.6234], [9.4893, -17.7100, 0.7045], [9.5112, -15.9142, 0.4236], [8.4197, -16.6538, 1.5918], [11.4799, -16.5557, 1.6490], [10.4729, -17.5090, 2.8585], [6.1277, -15.5273, 3.5443], [6.9912, -14.0116, 3.6019], [6.7566, -15.8344, 6.0469], [5.5326, -14.5827, 5.8065], [7.1667, -14.0541, 6.0150]],
  "mulliken_charge": [1.193, -1.017, 0.117, -0.393, -0.818, -0.479, -0.031, -0.650, -0.565, -0.213, -0.360, -0.528, -0.061, 0.417, 0.436, -0.007, 0.413, 0.301, 0.469, 0.375, 0.316, 0.445, 0.268, 0.364, 0.318, -0.094, 0.444, 0.212, 0.569, 0.109, -0.999, -0.018, 0.416, 0.403, -0.360, 0.417, -0.685, -1.003, -0.285, -0.016, -0.383, -0.211, -0.383, -0.138, -0.228, -0.886, 0.360, 0.288, 0.215, 0.230, 0.366, 0.318, 0.182, 0.322, 0.367, 0.160]
}